8
Properties=species:S:1:pos:R:3:forces:R:3:mulliken_charge:R:1 method="wB97M-V/def2-TZVPD" relative_energy_kcal_mol=65.11 homo_lumo_gap_ev=8.87 e_homo_ev=-9.33 e_tot_ev=-13764.6983 max_force_ev_per_a=3.3 total_charge=0
I -2.766 -0.920 -0.064 -0.321 -0.371 0.078 0.18
N -0.875 1.332 -0.112 -0.768 -0.717 0.115 -0.46
C 0.457 1.438 -0.089 1.506 -1.689 -0.106 0.50
C 1.581 0.836 -0.123 -1.536 0.082 0.185 -0.60
C 0.718 -0.543 0.088 -1.379 0.486 -0.747 -0.05
C -0.981 0.037 0.011 3.237 0.834 0.037 -0.14
H 0.871 -1.249 -0.827 -0.155 1.213 1.921 0.28
H 0.995 -0.932 1.116 -0.583 0.162 -1.482 0.28



8
Properties=species:S:1:pos:R:3:forces:R:3:mulliken_charge:R:1 method="wB97M-V/def2-TZVPD" relative_energy_kcal_mol=45.18 homo_lumo_gap_ev="7.01 / 6.99" e_homo_ev="-8.04 / -8.06" e_tot_ev=-13765.5624 max_force_ev_per_a=1.6 total_charge=0
I 4.271 -0.365 0.056 0.051 0.143 0.062 0.10
N 1.418 0.417 -0.091 -0.415 -0.375 -0.186 0.09
C -0.951 0.498 0.111 0.634 0.041 -0.079 0.55
C -2.067 -0.154 0.040 -1.202 0.110 0.108 -0.74
C 0.263 0.838 0.077 -0.461 0.851 0.400 -0.29
C 2.221 -0.466 -0.279 1.505 -0.575 -0.242 -0.22
H -2.743 -0.028 -0.790 -0.080 -0.052 -0.205 0.25
H -2.412 -0.740 0.876 -0.032 -0.143 0.141 0.25



11
Properties=species:S:1:pos:R:3:forces:R:3:mulliken_charge:R:1 method="wB97M-V/def2-TZVPD" homo_lumo_gap_ev=3.95 e_homo_ev=-20.60 e_tot_ev=-54740.8065 max_force_ev_per_a=3.9 total_charge=+3
Lu -2.585 -1.899 -1.527 0.756 2.479 1.130 2.05
S 2.178 1.157 1.224 0.877 -0.275 0.119 -0.01
O 0.357 -1.609 1.883 -0.802 -0.444 0.604 -0.06
O -1.123 -1.068 0.001 -1.449 -1.682 -2.422 -0.33
O -1.763 0.364 -1.543 -1.141 -3.277 -1.700 -0.50
C 0.128 -0.811 1.119 2.662 0.150 1.013 0.44
C 0.475 0.488 -0.815 0.252 -0.936 0.447 -0.34
C 0.891 0.301 0.458 -0.373 0.917 -0.736 -0.09
C -0.793 -0.139 -0.936 -0.669 2.493 1.208 1.00
H 0.866 1.122 -1.588 0.221 0.417 -0.023 0.54
H 1.368 2.095 1.724 -0.334 0.158 0.360 0.30



9
Properties=species:S:1:pos:R:3:forces:R:3:mulliken_charge:R:1 method="wB97M-V/def2-TZVPD" relative_energy_kcal_mol=70.87 homo_lumo_gap_ev=9.28 e_homo_ev=-10.81 e_tot_ev=-9203.6658 max_force_ev_per_a=6.0 total_charge=0
O 0.947 0.510 -0.937 -3.331 -2.498 -0.435 -0.50
N 2.066 1.792 0.731 1.616 1.666 2.098 -0.38
N 0.871 -2.626 0.087 0.768 -1.450 0.103 -0.31
C 1.580 1.166 -0.080 -1.112 -0.702 -0.569 0.49
C -0.385 -0.457 -0.136 1.193 2.424 -0.910 0.44
C 0.276 -1.662 -0.014 -0.504 0.430 0.329 0.27
C -1.517 0.171 0.101 4.285 2.544 -3.289 -0.64
H -2.319 -0.074 0.644 -2.779 -1.564 1.853 0.38
H -1.520 1.179 -0.397 -0.138 -0.850 0.821 0.26



9
Properties=species:S:1:pos:R:3:forces:R:3:mulliken_charge:R:1 method="wB97M-V/def2-TZVPD" relative_energy_kcal_mol=107.63 homo_lumo_gap_ev=9.64 smiles=C#Cc1cnno1 e_homo_ev=-9.91 e_tot_ev=-9202.0720 max_force_ev_per_a=7.0 total_charge=0
O 0.688 -1.092 0.065 -1.919 -4.036 -0.231 -0.08
N 2.358 0.194 -0.204 -3.461 -1.775 2.381 -0.28
N 2.000 -1.065 -0.002 1.142 3.218 -1.711 -0.02
C -1.367 -0.045 0.155 -6.404 0.118 -2.727 -0.41
C 0.035 0.084 -0.027 2.630 0.008 1.702 0.74
C 1.119 0.901 0.006 2.430 4.128 -0.137 -0.25
C -2.611 -0.171 -0.181 5.639 -1.037 2.303 -0.31
H 1.313 1.995 0.361 -1.036 -2.011 -1.500 0.31
H -3.534 -0.801 -0.174 0.978 1.387 -0.080 0.31



10
Properties=species:S:1:pos:R:3:forces:R:3:mulliken_charge:R:1 method="wB97M-V/def2-TZVPD" relative_energy_kcal_mol=64.22 homo_lumo_gap_ev="7.20 / 7.21" e_homo_ev="-9.41 / -9.41" e_tot_ev=-28826.6977 max_force_ev_per_a=2.0 total_charge=0
S -1.458 -1.511 -0.041 1.803 0.529 -0.476 -0.23
S 1.904 -1.003 -0.604 0.215 0.008 -0.053 -0.02
N -2.626 0.996 0.226 -0.332 0.358 0.067 -0.54
N 1.638 -1.955 2.062 -0.010 -0.358 0.773 -0.31
C 0.249 1.313 -0.717 -0.097 0.220 0.023 -0.28
C 1.747 -1.573 0.990 0.228 0.300 -0.670 0.36
C -2.232 -0.091 0.152 -0.341 0.580 0.033 0.51
C 0.629 0.095 -0.553 -1.397 -1.428 0.292 -0.03
H -0.799 1.605 -0.656 -0.329 -0.163 -0.039 0.27
H 0.950 2.124 -0.859 0.261 -0.046 0.050 0.28



10
Properties=species:S:1:pos:R:3:forces:R:3:mulliken_charge:R:1 method="wB97M-V/def2-TZVPD" relative_energy_kcal_mol=70.24 homo_lumo_gap_ev=7.87 e_homo_ev=-10.21 e_tot_ev=-10136.7829 max_force_ev_per_a=8.3 total_charge=0
N 1.037 -0.921 -1.053 2.487 -3.723 -1.773 -0.50
N 0.497 -0.980 1.266 -1.072 1.012 -1.824 -0.53
N -1.236 0.771 1.013 0.592 1.217 0.665 -0.46
N -0.279 1.162 -1.154 0.815 -1.497 -0.057 -0.52
C -1.123 1.571 0.042 -1.052 2.032 -3.586 0.11
C 1.161 -1.523 0.093 1.201 1.712 0.150 -0.08
C -0.235 -0.098 0.634 0.017 -4.136 1.508 0.64
C 0.117 -0.056 -0.840 -4.121 6.621 2.956 0.62
H 1.988 -2.161 0.189 0.552 -1.407 0.481 0.40
H -1.639 2.565 -0.267 0.580 -1.830 1.480 0.32



15
Properties=species:S:1:pos:R:3:forces:R:3:mulliken_charge:R:1 method="wB97M-V/def2-TZVPD" relative_energy_kcal_mol=59.13 homo_lumo_gap_ev=9.12 smiles="N#C/C([N+](=O)[O-])=[N+](/[O-])O.N#CC=O" e_homo_ev=-10.91 e_tot_ev=-20368.9240 max_force_ev_per_a=2.9 total_charge=0
O 1.335 -1.433 0.657 0.616 1.197 -0.728 -0.34
O 1.221 0.614 -0.301 0.112 -2.483 -0.205 -0.58
O 0.004 0.603 1.960 1.518 -0.305 1.380 -0.36
O -0.597 0.748 -2.138 0.202 1.734 -0.214 -0.58
O -1.449 -1.096 -2.811 -0.012 -0.401 -0.277 -0.57
N -0.697 -0.437 -2.129 -0.471 -0.530 0.181 1.01
N 0.898 -0.591 -0.347 -0.044 2.061 0.777 0.65
N 0.279 3.872 2.432 -0.508 0.153 0.034 -0.30
N -0.368 -3.671 -1.091 -0.002 -0.443 -0.008 -0.39
C 0.054 -1.175 -1.142 -0.216 0.089 -1.019 0.02
C -0.305 2.923 2.150 1.297 0.508 0.254 0.19
C -0.164 -2.546 -1.124 -0.151 -0.960 0.342 0.30
C -0.607 1.591 1.703 -2.176 -1.545 -1.068 0.18
H -1.477 1.350 1.080 -0.428 1.338 -0.200 0.34
H 1.874 -0.753 1.102 0.262 -0.415 0.751 0.43



16
Properties=species:S:1:pos:R:3:forces:R:3:mulliken_charge:R:1 method="wB97M-V/def2-TZVPD" relative_energy_kcal_mol=17.89 homo_lumo_gap_ev="7.16 / 7.16" e_homo_ev="-8.64 / -8.64" e_tot_ev=-56455.4603 max_force_ev_per_a=6.4 total_charge=0
S -0.712 -0.119 -2.838 -0.125 0.905 0.088 -0.02
S 1.173 1.682 2.168 -0.897 0.365 -0.879 0.01
S 1.136 1.420 -0.947 -1.993 0.022 0.850 -0.01
S 1.649 -1.970 0.069 0.110 0.545 0.832 -0.15
N -0.398 -0.814 1.218 0.577 -0.441 -0.598 -0.31
N 1.763 0.107 1.918 -0.318 -1.401 -0.709 -0.49
N -1.566 1.553 -0.611 3.581 -0.678 -5.291 -0.45
N -0.798 -1.140 -0.122 -3.715 -1.741 1.606 -0.15
N -0.977 2.013 0.410 -0.170 -0.579 2.737 -0.17
N 0.309 -1.328 -2.175 0.458 -0.112 -0.788 -0.49
C -0.413 1.172 -1.637 -3.150 -0.095 2.404 0.37
C 0.248 -1.494 -0.931 0.797 -0.446 0.768 0.38
C 0.288 1.796 0.585 1.946 1.133 -0.252 0.39
C 0.997 -0.745 1.333 -0.723 0.101 -0.279 0.39
H -1.602 -1.930 -0.096 2.490 2.330 -0.246 0.29
H -1.099 -0.203 1.658 1.131 0.091 -0.242 0.41



9
Properties=species:S:1:pos:R:3:forces:R:3:mulliken_charge:R:1 method="wB97M-V/def2-TZVPD" relative_energy_kcal_mol=36.62 homo_lumo_gap_ev=6.67 e_homo_ev=-2.64 e_tot_ev=-9762.1767 max_force_ev_per_a=2.8 total_charge=-1
O -1.250 0.917 2.162 -0.433 -0.046 -0.658 -0.74
O 1.080 1.460 -1.197 -0.013 -0.489 0.451 -0.47
N -0.084 -1.522 -0.078 -1.348 0.280 0.832 -0.64
C -1.331 0.566 0.930 1.366 -0.531 2.398 -0.19
C -0.720 -0.530 0.414 0.516 -0.978 -1.139 0.46
C 1.014 -0.994 -0.778 2.815 -0.279 0.090 -0.52
C 0.928 0.370 -0.763 0.393 0.482 -1.037 0.56
H 2.064 -1.522 -0.905 -2.366 0.927 0.140 0.23
H -1.702 1.256 0.215 -0.931 0.635 -1.077 0.30



7
Properties=species:S:1:pos:R:3:forces:R:3:mulliken_charge:R:1 method="wB97M-V/def2-TZVPD" relative_energy_kcal_mol=97.15 homo_lumo_gap_ev=8.30 e_homo_ev=-9.46 e_tot_ev=-6220.6470 max_force_ev_per_a=5.1 total_charge=0
O 0.852 1.189 0.000 1.663 0.339 0.025 -0.27
C 1.364 -0.016 -0.010 -1.524 -4.442 -0.004 0.43
C -0.432 0.731 0.007 -1.400 -1.522 0.007 -0.57
C -0.351 -0.638 0.004 -0.773 0.755 -0.019 0.23
C 0.994 -1.351 0.003 2.334 4.560 -0.009 -0.63
H -1.254 1.414 0.001 0.017 0.347 -0.003 0.39
H -1.173 -1.329 -0.005 -0.317 -0.036 0.004 0.42